{
  "formula": "C6H12N2",
  "method": "ωB97M-V with the def2-TZVPD basis set",
  "homo_lumo_gap_ha": 0.348,
  "energy_ev": -9396.3734,
  "relative_energy_kcal_mol": 10.98,
  "e_homo_ev": -8.6,
  "species": ["C", "C", "H", "H", "H", "H", "H", "H", "C", "C", "C", "C", "N", "N", "H", "H", "H", "H", "H", "H"],
  "xyz": [[-1.309, 1.139, 0.455], [-1.465, 2.654, 0.692], [-0.860, 1.020, -0.528], [-0.575, 0.835, 1.198], [-2.117, 0.427, 0.619], [-0.510, 3.157, 0.532], [-1.858, 2.879, 1.680], [-2.110, 3.095, -0.078], [1.438, -0.784, 1.361], [1.236, -1.071, -2.208], [1.122, -1.054, -0.062], [0.204, -1.977, -0.491], [1.719, -0.477, -1.152], [0.323, -2.026, -1.853], [1.448, -0.923, -3.253], [-0.401, -2.368, -2.460], [-0.597, -2.405, 0.087], [1.569, 0.273, 1.613], [2.183, -1.407, 1.859], [0.560, -0.986, 1.991]],
  "forces_ev_per_angstrom": [[1.142, 0.614, 0.609], [-0.857, -0.353, -0.804], [-0.078, -0.422, -0.050], [0.264, -0.277, -0.186], [-0.565, 0.611, -0.275], [0.127, -0.186, 0.321], [0.012, 0.155, 0.018], [-0.203, -0.006, 0.331], [-0.935, 0.586, 1.372], [-0.636, -0.484, 0.311], [-0.334, -0.662, -0.254], [0.130, 0.522, 0.528], [1.002, 0.156, -0.093], [-0.559, 0.384, -0.113], [0.279, 0.316, 0.068], [0.159, -0.231, -0.132], [0.118, -0.501, -0.223], [0.665, -0.092, -0.455], [0.488, 0.179, -0.595], [-0.218, -0.311, -0.379]],
  "mulliken_charge": [-0.460, -1.079, 0.191, 0.031, 0.357, 0.302, 0.327, 0.305, -1.271, -0.188, 0.586, -0.405, -0.608, -0.117, 0.418, 0.242, 0.380, 0.344, 0.306, 0.339]
}

=====

{
  "formula": "C6H12N2",
  "method": "ωB97M-V with the def2-TZVPD basis set",
  "homo_lumo_gap_ha": 0.317,
  "energy_ev": -9392.6589,
  "relative_energy_kcal_mol": 96.64,
  "e_homo_ev": -7.5,
  "species": ["C", "C", "C", "C", "C", "C", "H", "H", "H", "H", "H", "H", "H", "H", "H", "H", "H", "H", "N", "N"],
  "xyz": [[1.420, 0.533, -0.559], [0.470, 1.509, 0.082], [-0.536, -0.377, 1.420], [0.684, -1.191, 0.812], [-0.558, -0.895, -1.207], [-1.471, 0.305, -0.530], [2.334, 0.558, 0.200], [1.657, 0.635, -1.595], [0.239, 2.331, -0.711], [0.858, 1.996, 0.990], [-1.493, -0.787, 1.456], [-0.194, 0.344, 2.377], [1.797, -1.200, 0.985], [0.425, -2.157, 0.992], [-0.313, -1.010, -2.375], [-1.022, -1.907, -1.010], [-1.831, 0.951, -1.371], [-2.378, -0.274, -0.144], [-0.817, 0.905, 0.505], [0.798, -0.732, -0.492]],
  "forces_ev_per_angstrom": [[1.046, -0.207, 2.394], [-1.580, 2.864, -0.956], [4.545, 6.711, 2.495], [0.332, 2.175, 1.037], [1.581, 0.444, -0.977], [-2.605, -2.998, -4.572], [-1.173, -0.492, -2.237], [0.528, 1.015, -0.570], [0.057, -1.021, 1.577], [0.132, -0.061, -0.437], [-1.090, -1.305, 0.724], [-1.161, -2.812, -1.571], [-1.105, 0.765, 2.115], [-0.789, -3.285, -0.522], [-0.855, 1.154, 2.345], [0.866, 1.025, 0.356], [0.346, 0.020, 0.857], [0.825, 1.125, -0.520], [1.907, -1.347, 1.785], [-1.807, -3.769, -3.323]],
  "mulliken_charge": [-0.524, -0.558, -0.569, -0.601, -0.513, -0.609, 0.263, 0.402, 0.277, 0.341, 0.490, 0.257, 0.368, 0.315, 0.293, 0.259, 0.281, 0.304, -0.254, -0.223]
}